(1)
Here is a structure of composition C15H24N6O3Rb from the Open Molecules 2025 dataset. Energies are from the ωB97M-V functional and the def2-TZVPD basis.

Results
* E: -1164.38490 Eh
* gap between HOMO and LUMO: 5.290 eV
* HOMO: -3.3 eV
* strongest force on any atom: 1.727 eV/Å
* charge: -1
* energy above the lowest of the compared OMol25 structures with the same formula, charge and spin: 0.0 kcal per mole

Last column: Löwdin charge in e.
Cartesian coordinates (Å):
Rb  1.4984  -0.2302  -0.6028  0.88
O  2.9905  -2.3416  -0.6370  -0.28
O  3.8050  1.2022  0.6378  -0.19
O  4.3397  -3.5277  0.6799  -0.09
N  -1.1696  -2.3027  -1.3227  -0.07
N  -1.7488  0.6676  -1.4067  -0.06
N  4.8022  -0.2587  -0.9037  0.02
N  3.1385  2.8642  -1.3535  -0.04
N  -0.2455  1.8808  0.9730  -0.08
N  -1.2922  -0.7757  1.1638  0.16
C  -2.7634  -0.3803  -1.5372  -0.22
C  4.0427  -2.5009  0.0299  -0.74
C  -1.0682  2.6563  0.0459  -0.19
C  5.0236  -1.3019  0.0702  -0.20
C  -2.1867  1.7872  -0.5380  -0.21
C  -2.2363  -1.7129  -2.1011  -0.21
C  -1.7299  0.1781  2.0157  -0.26
C  -2.9518  0.0588  2.7041  -0.03
C  -1.5030  -2.8897  -0.0436  -0.16
C  4.3321  0.8789  -0.4796  -0.72
C  -3.7037  -1.0933  2.5386  -0.07
C  -2.0306  -1.8875  0.9872  -0.26
C  -0.8372  1.3711  2.1929  -0.17
C  -3.2504  -2.0497  1.6673  -0.05
C  4.3405  1.9881  -1.4998  -0.23
H  -3.2526  0.8392  3.3765  0.10
H  -3.1410  -2.3220  -2.2889  0.11
H  4.3364  1.6849  -2.5491  0.10
H  5.2585  2.5401  -1.3129  0.10
H  -1.4616  0.9974  -2.3010  0.10
H  -1.5506  3.5397  0.4710  0.11
H  -3.6216  0.0047  -2.1709  0.13
H  3.0969  3.1129  -0.3392  0.06
H  -2.6920  1.3643  0.3008  0.08
H  -0.0450  1.1884  2.8848  0.12
H  -1.7774  -1.4875  -3.0721  0.12
H  -4.6273  -1.2582  3.0663  0.10
H  -2.8975  2.4447  -1.0490  0.11
H  -2.2820  -3.7069  -0.0747  0.12
H  -3.7904  -2.9843  1.4932  0.11
H  -1.4324  2.1452  2.7106  0.12
H  0.6588  2.2706  1.1497  0.10
H  -3.1613  -0.5524  -0.5361  0.09
H  -0.5507  -3.3053  0.3851  0.15
H  6.0620  -1.7106  -0.0385  0.11
H  3.2897  3.7106  -1.8563  0.02
H  5.0003  -0.9032  1.0654  0.09
H  -0.4322  3.0161  -0.7419  0.11
H  -0.5826  -2.9088  -1.8534  0.11

Forces on the atoms, in the same order (eV/Å):
-0.1 0.2 0.0
-0.6 -0.1 -0.3
0.0 0.0 0.4
0.2 0.4 0.0
-0.7 0.4 0.7
-0.3 0.0 1.4
0.3 0.5 -0.2
0.0 -0.6 1.6
-0.3 -0.1 -0.2
-0.4 -0.2 0.8
-0.3 0.8 -0.3
0.3 -0.5 0.3
0.0 -1.1 0.2
0.7 -0.5 -0.4
0.6 -0.1 -1.0
0.2 0.9 -0.5
-0.2 -1.4 -0.4
0.8 -0.1 -0.3
0.0 -0.6 1.0
-0.5 -1.0 -0.3
0.2 0.3 0.0
0.1 1.2 0.1
-0.8 1.4 -0.4
0.7 -1.3 -0.8
-0.7 1.0 -0.7
-0.2 0.3 0.2
0.3 -0.3 0.2
0.3 -0.5 0.3
0.3 0.3 0.0
0.2 0.3 -0.7
-0.1 0.2 0.4
0.5 -0.7 0.4
0.0 -0.4 -1.0
-0.6 -0.4 0.4
0.7 -0.6 0.4
-0.3 -0.1 -0.1
-0.2 0.1 0.1
-0.2 0.1 -0.1
0.7 0.4 -0.2
0.0 0.4 0.1
-0.2 0.0 -0.1
0.3 0.3 -0.1
-0.2 0.1 -0.2
-0.9 0.2 -0.4
-0.8 0.2 -0.1
0.1 0.7 -0.4
-0.2 0.2 0.9
0.5 0.1 -0.4
0.3 -0.3 -0.3

***

(2)
Here is a structure of composition C15H24O10S from the Open Molecules 2025 dataset. Energies are from the ωB97M-V functional and the def2-TZVPD basis.

Results
* E: -1736.56709 Eh
* gap between HOMO and LUMO: 10.442 eV
* HOMO: -10.0 eV
* strongest force on any atom: 1.001 eV/Å
* charge: 0
* energy above the lowest of the compared OMol25 structures with the same formula, charge and spin: 0.0 kcal per mole

Last column: Löwdin charge in e.
Cartesian coordinates (Å):
S  4.1121  -0.2053  -3.5366  0.59
O  4.2996  -1.6932  -4.0748  -0.18
O  5.2775  0.1948  -2.8259  -0.22
O  -0.9668  3.2185  1.5791  0.12
O  2.9705  -0.5575  -2.4857  -0.16
O  0.8987  -0.5417  1.3614  0.08
O  3.1122  -0.4789  1.0676  0.01
O  -4.6718  -3.4930  0.8822  0.12
O  -3.0982  2.5663  1.7220  0.01
O  3.5924  0.5995  -4.5778  -0.21
O  -2.6291  -2.6446  1.2075  0.03
C  1.9139  0.0908  1.2584  -0.53
C  -1.9758  -1.3629  1.0717  -0.14
C  -4.1923  -1.1804  0.2520  -0.08
C  -2.7415  4.6346  0.6687  -0.07
C  3.2431  -1.8723  1.3852  -0.15
C  -4.3782  3.0265  1.2541  -0.16
C  1.9491  1.5833  1.2765  0.03
C  -4.2151  4.5301  1.0591  -0.15
C  -2.1224  3.4381  1.3666  -0.48
C  4.1859  -2.5069  -2.8753  -0.13
C  -3.9124  -2.5724  0.7940  -0.49
C  3.4386  -2.6994  0.1206  -0.13
C  -2.7912  -0.6189  0.0202  -0.15
C  2.8594  -2.0038  -2.3309  -0.30
C  2.3748  -2.4447  -0.9658  -0.10
H  -4.3828  5.0451  2.0056  0.12
H  4.4492  -2.4984  -0.2446  0.11
H  2.9623  1.9767  1.2672  0.09
H  4.2447  -3.5704  -3.0821  0.15
H  -4.6066  2.5102  0.3186  0.12
H  1.7882  -3.3536  -1.1204  0.13
H  1.4396  1.9200  0.3690  0.10
H  1.3589  1.9486  2.1143  0.09
H  -2.2636  5.5518  1.0001  0.13
H  -1.9966  -0.8572  2.0380  0.13
H  -0.9446  -1.5158  0.7783  0.09
H  -2.4452  -0.8918  -0.9783  0.12
H  -4.7385  -0.6250  1.0170  0.13
H  -4.9048  4.9399  0.3248  0.12
H  2.4046  -2.2216  1.9869  0.13
H  1.6580  -1.6944  -0.6251  0.11
H  5.0025  -2.1785  -2.2278  0.12
H  -5.1286  2.7619  1.9947  0.13
H  4.1455  -1.9404  1.9973  0.13
H  -2.5884  4.5166  -0.4053  0.13
H  -2.7169  0.4619  0.1226  0.10
H  3.4295  -3.7593  0.3894  0.12
H  -4.7972  -1.2426  -0.6485  0.12
H  2.0981  -2.2901  -3.0656  0.16

Forces on the atoms, in the same order (eV/Å):
0.0 0.2 -0.1
0.2 -0.3 0.0
0.0 0.0 0.0
0.0 0.0 0.0
0.1 0.0 0.4
-0.3 -0.4 0.2
0.3 0.0 0.4
0.0 0.0 0.0
0.0 0.0 0.0
-0.1 -0.1 0.0
0.1 0.0 0.0
0.0 0.3 -0.2
-0.1 0.1 -0.2
0.3 0.0 -0.1
-0.2 0.0 0.2
0.3 -0.3 0.0
-0.1 0.1 0.0
0.1 0.1 -0.5
0.1 0.0 0.0
0.1 0.0 -0.2
0.1 0.7 0.4
-0.1 0.0 0.1
0.0 0.1 -0.1
-0.1 0.0 0.0
-0.5 -0.6 -0.6
0.2 0.2 0.3
0.0 0.0 0.0
-0.1 0.1 -0.1
0.0 0.0 0.1
-0.1 0.1 -0.3
0.0 0.0 0.0
0.1 0.0 0.0
0.0 0.0 0.1
0.1 0.0 0.0
0.1 0.0 -0.1
0.0 0.0 0.0
-0.1 -0.2 0.1
0.0 0.0 0.0
0.0 0.0 0.0
0.0 0.0 0.0
-0.2 0.2 -0.2
0.0 -0.1 0.0
0.1 -0.4 0.1
0.0 0.0 0.0
-0.1 0.0 0.0
0.0 0.0 0.0
0.0 0.0 0.1
0.0 0.1 0.1
-0.1 0.0 0.1
0.0 0.0 0.1

***

(3)
Here is a structure of composition C15H25AsBF4NO7Tc from the Open Molecules 2025 dataset. Energies are from the ωB97M-V functional and the def2-TZVPD basis.

Results
* E: -3908.63672 Eh
* gap between HOMO and LUMO (spin up / spin down): 8.805 / 7.791 eV
* HOMO (spin up / spin down): -15.9 / -15.9 eV
* strongest force on any atom: 1.538 eV/Å
* multiplicity: 4
* charge: +2
* energy above the lowest of the compared OMol25 structures with the same formula, charge and spin: 4.6 kcal per mole

Last column: Löwdin charge in e.
Cartesian coordinates (Å):
Tc  -0.4161  0.3454  0.2821  1.88
As  2.1088  1.4384  2.4431  1.12
F  -0.0767  2.2555  -2.5224  0.20
F  -0.8476  2.1976  -0.0733  -0.33
F  0.3033  4.1166  -1.2763  0.25
F  -1.8541  3.5760  -1.9369  0.27
O  -1.5071  -0.1459  -1.4737  -0.19
O  0.0551  -1.5330  0.5225  -0.21
O  2.7935  1.5246  -2.4284  0.23
O  0.7950  -1.3878  -2.0152  -0.15
O  2.0431  -2.4044  1.1132  0.14
O  1.5973  0.8625  -0.6700  -0.03
O  0.6281  0.8319  1.8617  -0.60
N  -2.1888  0.2666  1.4036  -0.02
C  -4.3985  -0.4061  1.9491  0.03
C  -3.1628  -1.6831  0.2090  -0.11
C  -4.5092  0.6063  2.8852  0.02
C  1.5997  -0.4699  -2.7003  -0.07
C  -3.2272  -0.5810  1.2239  -0.23
C  -3.6694  -1.2075  -1.1660  -0.13
C  1.2299  -2.0844  0.2900  -0.55
C  1.4684  -2.3550  -1.2137  -0.05
C  -2.2886  1.2448  2.3292  -0.09
C  -3.4144  1.4387  3.0893  0.00
C  3.6773  0.5705  1.7321  -0.16
C  1.9874  0.7055  -1.8325  -0.44
C  2.0047  1.0907  4.3305  -0.16
C  -2.9404  0.0424  -1.6286  -0.15
C  2.1700  3.3453  2.1407  -0.15
B  -0.5877  3.2521  -1.7541  -0.97
H  2.9539  2.3471  -1.9393  0.17
H  -3.1574  0.2751  -2.6701  0.15
H  3.4952  -0.4988  1.6677  0.04
H  -3.1954  0.9187  -1.0348  0.13
H  -1.4371  1.9003  2.4404  0.10
H  1.9478  3.5644  1.0986  0.04
H  -5.4235  0.7485  3.4453  0.13
H  2.5023  -0.9235  -3.1177  0.16
H  1.1589  1.6329  4.7486  0.05
H  1.8687  0.0208  4.4790  0.06
H  -3.5212  -2.0113  -1.8900  0.13
H  -2.1449  -2.0613  0.1335  0.10
H  1.4368  3.8260  2.7851  0.06
H  -1.1944  -0.8802  -2.0245  0.12
H  -3.7952  -2.5023  0.5447  0.14
H  3.9296  0.9834  0.7591  0.04
H  2.5416  -2.3867  -1.3962  0.15
H  1.0356  -3.3350  -1.4247  0.15
H  -3.4318  2.2302  3.8238  0.13
H  3.1665  3.7040  2.3965  0.06
H  -4.7375  -0.9885  -1.1281  0.14
H  1.0142  -0.0708  -3.5308  0.16
H  2.9220  1.4144  4.8203  0.06
H  4.4911  0.7650  2.4311  0.06
H  -5.2234  -1.0819  1.7707  0.14

Forces on the atoms, in the same order (eV/Å):
1.1 -0.4 0.4
0.7 0.5 0.6
-0.2 0.0 0.3
0.0 0.0 -0.1
-0.1 -0.1 0.2
0.1 -0.1 0.2
0.1 0.4 0.2
-0.8 0.9 0.3
0.1 -0.1 -0.1
0.0 0.0 -0.1
-0.4 0.3 0.0
-0.8 -0.1 0.1
-0.9 -0.3 -0.7
0.3 0.0 -0.1
0.0 0.1 0.1
0.0 0.1 -0.2
0.2 0.0 -0.1
-0.1 0.0 0.0
-0.2 -0.2 0.0
0.3 0.1 0.1
1.2 -0.5 -0.8
-0.2 0.0 0.7
0.0 0.3 0.1
-0.1 -0.1 0.0
-0.3 0.1 0.0
-0.1 -0.2 -0.1
0.0 0.0 -0.2
-0.6 0.0 0.0
0.0 -0.4 0.0
0.2 0.2 -0.7
-0.1 0.0 0.1
0.2 0.0 0.0
0.0 -0.1 0.0
0.1 0.0 0.0
0.0 -0.1 -0.1
0.0 0.0 0.0
0.0 0.0 0.0
0.0 0.0 0.0
0.0 0.0 0.0
0.0 0.0 0.0
-0.1 0.0 0.0
0.0 -0.1 0.0
0.0 0.0 0.0
0.4 -0.1 0.2
0.1 0.0 0.1
0.0 0.0 0.0
0.0 0.0 -0.1
0.1 0.0 -0.1
0.0 0.0 0.0
0.0 0.0 0.0
0.0 0.0 0.0
0.1 0.1 -0.1
0.0 0.0 -0.1
0.0 0.0 0.0
0.0 0.0 0.0